The following is a DFT calculation (the ωB97M-V functional and the def2-TZVPD basis) of a cluster of 7 separate species, C31H37N5O2 in total at a distorted geometry.

```
75
Properties=species:S:1:pos:R:3:forces:R:3
C -1.03492 5.13221 2.90914 -1.824 -1.182 -0.716
C -0.32814 4.56369 3.93878 1.140 1.306 -1.261
C 0.97960 4.94658 4.06314 0.667 0.308 0.852
N 1.62295 5.85419 3.32899 0.037 0.168 0.256
C 0.92755 6.38968 2.35790 -1.272 0.321 -1.322
C -0.39092 5.97584 2.04434 0.221 1.313 -0.303
H -2.09504 4.80732 2.75719 1.007 0.489 -0.050
H -0.71166 3.85315 4.57096 -1.044 -1.442 1.486
H 1.53194 4.63507 4.91953 0.491 -0.666 0.413
H 1.34911 7.23794 1.79923 0.138 -0.596 0.125
H -0.93849 6.41490 1.19720 0.421 -0.135 0.452
C -3.03680 0.49971 -0.72799 0.447 0.318 -1.311
C -3.24860 -0.63177 -0.00892 0.157 -0.576 0.636
C -2.88893 -1.84269 -0.57997 -0.152 -0.641 -0.905
N -2.42037 -2.03595 -1.81548 0.613 2.295 -0.505
C -2.14026 -0.86180 -2.50039 -0.714 -0.899 2.277
C -2.39560 0.39809 -1.97637 -0.577 -0.664 -0.069
H -3.42602 1.41747 -0.36364 0.089 0.890 0.298
H -3.65301 -0.58630 1.00195 -0.046 -0.116 -0.326
H -3.08012 -2.76143 -0.07556 -0.119 -0.514 0.673
H -1.69666 -0.93099 -3.45400 0.390 -0.400 -1.011
H -2.19423 1.23426 -2.62920 -0.001 0.296 0.258
C 1.09701 -3.66879 -5.95752 0.481 0.876 1.457
C 2.05343 -2.65118 -6.08546 -0.670 -0.775 -1.135
C 2.50953 -1.92335 -4.98856 0.580 0.214 0.130
N 2.04520 -2.08894 -3.76991 -1.919 -1.896 0.263
C 1.06453 -3.07635 -3.66511 1.601 1.601 0.809
C 0.60970 -3.88459 -4.65169 -0.344 -0.298 -1.426
H 0.72800 -4.26856 -6.77040 0.119 0.078 -0.349
H 2.39707 -2.41733 -7.08644 0.283 0.031 0.131
H 3.33922 -1.19856 -5.04635 -0.560 -0.287 -0.419
H 0.65365 -3.24745 -2.69744 -0.071 0.251 0.816
H -0.16522 -4.62171 -4.40908 0.468 0.233 -0.246
C -3.02867 0.57511 4.54490 -0.322 0.444 1.224
C -4.11829 1.48207 4.56058 -0.234 -2.767 0.668
C -4.34687 2.22330 3.44995 1.176 0.667 -2.052
N -3.46108 2.26466 2.41174 0.096 -0.457 0.703
C -2.35767 1.49194 2.50346 -0.107 2.108 -1.733
C -2.09499 0.65622 3.54280 0.466 -1.254 0.623
H -2.88721 -0.16172 5.35479 -0.221 0.560 -0.415
H -4.93073 1.26399 5.25975 0.394 0.632 0.103
H -5.23947 2.80611 3.27921 -0.128 0.107 0.260
H -1.61272 1.61497 1.68267 -0.737 -0.265 0.619
H -1.21291 0.01072 3.52620 -0.274 0.277 -0.009
C 1.74775 1.75294 -1.59131 0.881 2.741 -1.389
C 1.70896 0.42810 -1.31941 -0.625 -2.059 0.736
C 1.20973 0.02532 -0.08541 0.416 2.091 1.409
N 0.86786 0.99875 0.86013 0.250 -2.474 -0.467
C 0.98607 2.26625 0.55835 -0.217 1.806 -0.382
C 1.39744 2.73122 -0.69132 -0.091 -0.696 0.269
H 2.16811 2.20523 -2.49595 -0.177 -0.923 -0.212
H 2.01117 -0.32456 -2.02880 0.142 -0.072 -0.227
H 1.25872 -1.02543 0.26017 -0.457 0.813 -0.274
H 0.75505 3.07091 1.28318 -0.094 -0.925 0.157
H 1.48292 3.77970 -0.98245 -0.097 -0.294 0.445
C 5.68961 0.78796 0.97719 -0.996 -1.383 0.984
C 5.14856 0.24836 2.31860 -1.280 2.446 -1.314
C 4.17107 1.19873 3.03464 0.424 0.198 -1.848
O 5.56137 -0.71041 2.86640 0.820 -2.016 0.751
H 6.21712 0.02797 0.42644 0.596 -0.152 0.095
H 6.28674 1.57647 1.36837 0.884 0.926 -0.450
H 4.90252 1.14123 0.33603 -0.421 0.521 -0.057
H 3.82787 0.69478 3.88488 -0.386 -0.409 1.500
H 3.30384 1.52470 2.44055 0.359 -0.267 -0.102
H 4.75287 2.09492 3.23954 -0.071 0.140 0.420
C -1.56978 -5.29328 -0.87019 2.433 -0.398 -1.849
C -1.14604 -6.17704 -2.10023 0.071 -0.620 0.358
C -2.22052 -6.41413 -3.16549 0.603 -0.328 0.422
O -0.06622 -6.74328 -2.15187 -1.006 0.874 0.106
H -2.37026 -4.64464 -1.15885 -0.455 0.357 0.118
H -0.61871 -4.71281 -0.69236 -1.193 -0.447 0.401
H -1.80618 -5.97505 -0.06993 -0.066 0.005 0.453
H -1.79495 -6.67081 -4.14287 0.024 -0.340 0.424
H -2.78834 -5.51353 -3.30324 -0.622 0.327 0.103
H -2.84720 -7.23829 -2.74969 0.210 0.600 -0.547
```
Forces are in eV/Å.

Properties
Energy relative to the best compared isomer or geometry (same formula, charge and spin): 165.8 kJ/mol
HOMO-LUMO gap: 9.799 eV
HOMO energy: -9.22 eV
Total energy: -44289.974 eV
Max |F|: 3.20 eV Å⁻¹
Structure (SMILES): c1ccncc1.c1ccncc1.c1ccncc1.c1ccncc1.c1ccncc1.CC(C)=O.CC(C)=O